1.
The following is a quantum chemistry calculation of 2 unconnected molecules or ions with the total composition C3H9O2S, from the OMol25 dataset.

Results
- LUMO: 3.74 eV
- Charge: -1
- E: -668.38576 a.u.
- Gap between HOMO and LUMO: 0.237 Ha
- Largest force on an atom: 0.0657 hartree/bohr
- 2S+1: 1
- HOMO: -2.72 eV

```
15
Properties=species:S:1:pos:R:3:mulliken_charge:R:1
C -0.38144 0.51705 0.12521 -0.161
O 1.03522 0.80215 -0.11874 -0.494
C -0.86203 -0.68695 -0.68735 -1.035
C -0.22000 -2.10625 -0.46262 -0.502
S 1.59433 -2.16623 -0.51470 -0.659
H -0.88382 1.43407 -0.15064 0.273
H -0.38744 0.23213 1.18170 0.258
H -1.91334 -0.69841 -0.34731 0.324
H -0.79544 -0.54030 -1.75995 0.369
H -0.68551 -2.61800 -1.31360 0.236
H -0.55167 -2.43451 0.53364 0.219
H 1.39129 0.06954 -0.64580 0.151
H 0.44998 3.24090 0.98639 0.302
H 1.09265 2.00102 1.56102 0.365
O 1.11721 2.95380 1.61274 -0.647
```

2.
The following is a quantum chemistry calculation of C18H30N4O2 in the gas phase, from the OMol25 dataset.

Results
- LUMO: 0.83 eV
- Charge: 0
- E: -1073.42868 a.u.
- Gap between HOMO and LUMO: 0.314 Ha
- Largest force on an atom: 0.0092 hartree/bohr
- 2S+1: 1
- SMILES: CCCCNCC(=O)Nc1ccc(NC(=O)CNCCCC)cc1
- HOMO: -7.71 eV

```
54
Properties=species:S:1:pos:R:3:mulliken_charge:R:1
C -9.67887 -0.78090 0.17397 -1.387
C -8.30671 -0.43843 -0.39486 -0.107
C -7.74026 0.82857 0.24424 -0.531
C -6.39751 1.29225 -0.34699 -0.923
N -5.19575 0.70894 0.22146 -0.259
H -5.18781 0.85622 1.22660 0.198
C -4.93577 -0.68798 -0.07162 -0.340
C -3.44402 -1.01938 0.05917 0.192
O -3.05607 -2.15190 0.24979 -0.682
N -2.67064 0.08054 -0.09076 -0.094
C -1.28212 0.20744 -0.04459 0.547
C -0.73192 1.47876 -0.19653 -0.727
C 0.63389 1.67086 -0.15969 -0.543
C 1.48245 0.58380 0.03341 0.635
C 0.93224 -0.68778 0.18361 -0.697
C -0.43331 -0.88012 0.14514 -0.578
H -0.85144 -1.86567 0.26235 0.521
H 1.58561 -1.53573 0.33256 0.346
N 2.87156 0.70910 0.08279 -0.092
C 3.64351 1.81909 0.00056 0.389
O 3.25197 2.95483 -0.15940 -0.670
C 5.13002 1.47589 0.10230 -0.515
N 5.34418 0.26592 0.87906 -0.248
H 5.10955 0.45874 1.84922 0.194
C 6.70258 -0.26026 0.81114 -0.678
C 6.94688 -0.97601 -0.51891 -0.442
C 8.19137 -1.86298 -0.49499 -0.549
C 9.48618 -1.07241 -0.34564 -1.167
H 9.56655 -0.32205 -1.12923 0.298
H 9.52920 -0.57127 0.61780 0.310
H 10.34395 -1.73689 -0.41967 0.365
H 8.22918 -2.42915 -1.42839 0.320
H 8.10808 -2.58157 0.32351 0.326
H 7.04831 -0.24674 -1.32457 0.284
H 6.07166 -1.59307 -0.73254 0.269
H 6.80869 -0.98540 1.62241 0.354
H 7.45341 0.53097 0.95833 0.249
H 5.66276 2.35677 0.49182 0.368
H 5.48347 1.30147 -0.91826 0.271
H 3.39722 -0.14523 0.24352 0.172
H 1.05177 2.65642 -0.27752 0.515
H -1.38543 2.32655 -0.34556 0.341
H -3.20508 0.93665 -0.21667 0.204
H -5.48499 -1.40106 0.55803 0.297
H -5.21056 -0.88185 -1.11354 0.336
H -6.30455 2.37296 -0.19769 0.359
H -6.38184 1.10117 -1.42357 0.394
H -8.46806 1.63251 0.11091 0.389
H -7.62036 0.67421 1.32027 0.286
H -8.39131 -0.28621 -1.47361 0.281
H -7.63372 -1.28041 -0.23051 0.167
H -10.07217 -1.68005 -0.29409 0.379
H -10.37994 0.03250 -0.00111 0.336
H -9.61601 -0.95262 1.24653 0.337
```

3.
The following is a quantum chemistry calculation of 3 unconnected molecules or ions with the total composition C16H16FIN5O8, from the OMol25 dataset.

Results
- LUMO: -3.79 eV
- Charge: +1
- E: -1892.25667 a.u.
- Gap between HOMO and LUMO: 0.284 Ha
- Largest force on an atom: 0.0152 hartree/bohr
- 2S+1: 1
- HOMO: -11.52 eV

```
47
Properties=species:S:1:pos:R:3:mulliken_charge:R:1
N -2.96638 -1.16760 3.62454 -0.944
N -1.67644 -0.69079 3.46634 0.220
C -1.22818 0.36670 2.80136 -0.117
N 0.06037 0.51119 2.89803 -0.441
C 0.47349 -0.51414 3.67097 0.687
N 1.73939 -0.72209 4.02129 -0.672
I 3.22066 0.51703 3.33159 0.290
N -0.57060 -1.29017 4.02737 0.369
C -0.57732 -2.50665 4.83118 -0.301
C -1.25427 -3.64977 4.08513 -0.330
F -0.85795 -4.82660 4.62504 -0.280
H -3.39098 -1.35097 2.72578 0.272
H -3.50249 -0.49931 4.16061 0.267
H -1.89410 1.00180 2.24860 0.566
H 2.01214 -1.49268 4.59924 0.237
H 0.44528 -2.80715 5.00328 0.231
H -1.03716 -2.29219 5.78838 0.246
H -0.97196 -3.58736 3.03612 0.336
H -2.33047 -3.57398 4.13734 0.308
C 0.73740 2.27672 -0.05302 -0.788
C -0.21965 2.55804 -0.94089 0.661
C 0.03104 3.45054 -2.12126 0.815
O -0.88950 3.62701 -2.89684 -0.639
C 1.35012 4.03933 -2.27205 -0.951
C 2.31012 3.76313 -1.37909 0.355
C 2.06279 2.84801 -0.21497 1.040
O 2.97526 2.62298 0.55860 -0.600
O 3.53555 4.26428 -1.45828 -0.577
O -1.45729 2.07024 -0.85564 -0.591
H 0.57465 1.63301 0.79845 0.168
H 1.51710 4.68877 -3.11943 0.443
H 4.03460 3.90485 -0.70287 0.348
H -1.93837 2.42833 -1.62787 0.361
C 1.01922 -1.25210 -3.05171 -1.118
C 0.31508 -2.33342 -3.41276 0.376
C -0.76856 -2.26486 -4.45359 1.004
O -1.35070 -3.29559 -4.72643 -0.610
C -1.06261 -0.97719 -5.05919 -0.853
C -0.36057 0.10557 -4.69704 0.324
C 0.73887 0.02951 -3.67312 1.047
O 1.34321 1.05270 -3.40360 -0.601
O -0.58459 1.30960 -5.20553 -0.594
O 0.51332 -3.53496 -2.89037 -0.583
H 1.80414 -1.29150 -2.30952 0.480
H -1.85333 -0.93576 -5.79466 0.449
H 0.04563 1.92030 -4.78057 0.317
H -0.11597 -4.13280 -3.33894 0.370
```

4.
The following is a quantum chemistry calculation of a molecular structure, C12H16BCrF8N2O20S4, from the OMol25 dataset.

Results
- LUMO (alpha / beta): -2.92 / -1.92 eV
- Charge: 0
- E: -5542.17703 a.u.
- Gap between HOMO and LUMO (alpha / beta): 0.265 / 0.302 Ha
- Largest force on an atom: 0.1969 hartree/bohr
- 2S+1: 4
- HOMO (alpha / beta): -10.14 / -10.14 eV

```
64
Properties=species:S:1:pos:R:3:mulliken_charge:R:1
Cr 15.30583 3.09292 26.98616 2.565
N 16.86323 2.89773 25.88132 0.500
S 17.70151 1.76888 25.12754 0.686
O 18.63845 0.97669 25.87872 -0.532
O 17.94601 1.92878 23.68725 -0.594
F 16.43793 0.72739 25.12774 -0.284
S 18.30046 3.92585 25.58347 0.823
O 18.27324 4.46608 24.22902 -0.529
O 19.53502 3.64736 26.30145 -0.557
F 17.61360 5.15939 26.43683 -0.332
N 13.61116 3.35674 27.89135 0.484
S 12.97493 2.75285 29.44150 0.603
O 12.32990 1.44263 29.33278 -0.514
O 12.69384 3.63436 30.53358 -0.507
F 14.37309 2.18823 29.95254 -0.211
S 12.16455 4.00541 27.69551 0.694
O 12.14408 5.38616 28.24553 -0.571
O 10.94303 3.21630 27.59984 -0.492
F 12.40533 4.33118 26.10421 -0.295
B 13.00591 1.20439 25.38038 -0.508
F 13.01988 0.34197 26.41968 -0.334
F 11.75561 1.80609 25.34489 -0.392
F 14.07742 2.05794 25.63063 0.399
F 13.06758 0.45886 24.29557 -0.333
C 16.12401 -2.19409 28.73392 -0.410
C 17.02679 -1.31912 29.61066 -0.457
O 17.00855 -0.06188 28.93625 -0.272
C 15.90744 0.05476 28.25860 0.195
O 15.55149 1.08871 27.65814 -0.333
O 15.36675 -1.15789 28.12035 -0.228
H 15.57750 -2.91584 29.34097 0.334
H 16.84541 -2.65089 28.05642 0.313
H 18.04088 -1.71874 29.60748 0.292
H 16.75412 -1.22389 30.66169 0.299
C 15.54504 7.23051 23.34565 -0.437
C 14.05886 6.90075 22.92505 -0.372
O 13.85555 5.64596 23.62373 -0.290
C 14.81232 5.49490 24.57749 0.093
O 14.87468 4.59749 25.44911 0.464
O 15.68840 6.48437 24.51467 -0.287
H 15.72757 8.26374 23.64097 0.292
H 16.16384 6.93659 22.49783 0.284
H 14.09435 6.86652 21.83616 0.316
H 13.37163 7.67679 23.26206 0.300
C 19.08994 3.41506 30.94719 -0.451
C 17.91313 3.59008 31.88224 -0.369
O 16.77713 3.69301 31.03179 -0.258
C 17.18436 3.59799 29.77394 0.105
O 16.47259 3.44485 28.79448 0.520
O 18.51912 3.31066 29.67175 -0.313
H 19.75139 2.55767 31.07153 0.355
H 19.61301 4.36792 31.02819 0.252
H 18.07610 4.54724 32.37760 0.267
H 17.80537 2.72531 32.53696 0.275
C 15.98879 7.47556 31.01360 -0.288
C 14.65998 6.85781 31.34511 -0.361
O 14.39655 6.11841 30.17392 -0.164
C 15.24352 6.43591 29.19231 0.202
O 15.30354 5.79132 28.11867 -0.300
O 16.10742 7.30715 29.60698 -0.368
H 16.77429 6.99054 31.59313 0.138
H 15.98541 8.55001 31.19705 0.337
H 13.91761 7.64061 31.50069 0.276
H 14.67161 6.17360 32.19354 0.280
```

5.
The following is a quantum chemistry calculation of C3H4N2O in the gas phase, from the OMol25 dataset.

Results
- LUMO: 0.47 eV
- Charge: 0
- E: -301.32196 a.u.
- Gap between HOMO and LUMO: 0.314 Ha
- Largest force on an atom: 0.2329 hartree/bohr
- 2S+1: 1
- SMILES: [H]/N=c1\cc[nH]o1
- HOMO: -8.08 eV

```
10
Properties=species:S:1:pos:R:3:mulliken_charge:R:1
C 0.40819 0.02309 0.70144 0.524
C 0.91998 -0.59394 -0.45157 -0.573
C 0.06345 -0.26126 -1.41123 -0.183
H 1.37568 -0.39722 2.04073 0.241
H 1.61199 -1.37612 -0.47695 0.356
H 0.06475 -0.38736 -2.60382 0.260
H -1.93546 0.26386 -1.37863 0.304
N 0.56713 0.07678 1.94730 -0.711
N -0.87976 0.39121 -0.98725 0.054
O -0.90979 0.45169 0.33330 -0.272
```

6.
The following is a quantum chemistry calculation of a gas-phase ion, C6H12N4S (charge +2), from the OMol25 dataset.

Results
- LUMO: -10.04 eV
- Charge: +2
- E: -852.22531 a.u.
- Gap between HOMO and LUMO: 0.198 Ha
- Largest force on an atom: 0.0940 hartree/bohr
- 2S+1: 1
- SMILES: C/[N+](=C\[NH3+])[C@@]12NCN=C[C@@H]1S2
- HOMO: -15.41 eV

```
23
Properties=species:S:1:pos:R:3:mulliken_charge:R:1
C 2.54197 0.66647 -1.35881 -0.284
C 0.07069 0.52628 -0.56010 -0.038
C 1.77365 1.83639 0.57994 -0.445
C 1.10497 0.03669 -1.51421 -0.433
C -0.61706 -0.95994 1.09067 0.130
C -2.00972 -0.64144 -1.03204 -0.658
N 2.64453 1.47055 -0.43078 -0.359
N -0.91883 -0.42197 -0.07568 0.193
N 0.37297 1.52724 0.37570 -0.345
N -1.53399 -1.89816 1.87223 -0.263
S -0.05302 1.13972 -2.29066 -0.001
H 3.32489 0.55822 -2.07016 0.453
H 2.09016 1.11559 1.34859 0.295
H 1.89959 2.83699 1.02679 0.352
H 1.05105 -0.99506 -1.81773 0.494
H 0.32113 -0.54334 1.66141 0.367
H -1.54828 -0.65273 -2.05736 0.387
H -2.32225 -1.73478 -0.72854 0.311
H -2.74499 0.10382 -0.86674 0.294
H -0.24635 2.41106 0.49667 0.309
H -2.23739 -2.36693 1.32976 0.349
H -2.07903 -1.41634 2.60802 0.423
H -0.88468 -2.59832 2.41303 0.470
```

7.
The following is a quantum chemistry calculation of a molecular structure, C4H11CuO3, from the OMol25 dataset.

Results
- LUMO: -0.48 eV
- Charge: 0
- E: -2025.11089 a.u.
- Gap between HOMO and LUMO: 0.293 Ha
- Largest force on an atom: 0.0198 hartree/bohr
- 2S+1: 1
- HOMO: -8.45 eV

```
19
Properties=species:S:1:pos:R:3:mulliken_charge:R:1
O -2.39518 3.62729 -1.13706 -0.759
C -1.75290 4.48643 -2.01817 -0.498
C -0.30677 4.77458 -1.64402 -0.544
O 0.42788 3.55732 -1.60431 -0.194
C 1.79395 3.73480 -1.29750 -0.740
Cu -0.83092 2.14391 -0.47323 0.543
H -2.25210 5.47631 -2.09015 0.278
H -1.76025 4.06440 -3.04375 0.357
H -0.25624 5.25628 -0.65044 0.348
H 0.14658 5.45621 -2.38567 0.441
H 2.26537 2.74404 -1.27744 0.244
H 2.29018 4.35410 -2.06230 0.279
H 1.91607 4.21574 -0.31233 0.308
O -1.53245 3.53020 1.03470 -0.574
H -2.04068 3.76618 0.04248 0.549
C -2.47355 3.42813 2.05999 -0.742
H -2.04468 2.89922 2.92911 0.206
H -2.81242 4.42065 2.41521 0.240
H -3.37898 2.87081 1.74936 0.256
```

8.
The following is a quantum chemistry calculation of a molecular structure, C10H6Br2I2NOPdS3Sb, from the OMol25 dataset.

Results
- LUMO (alpha / beta): 1.66 / 0.06 eV
- Charge: -1
- E: -7820.98575 a.u.
- Gap between HOMO and LUMO (alpha / beta): 0.253 / 0.194 Ha
- Largest force on an atom: 0.0140 hartree/bohr
- 2S+1: 2
- HOMO (alpha / beta): -5.22 / -5.23 eV

```
27
Properties=species:S:1:pos:R:3:mulliken_charge:R:1
Pd 1.37518 -1.35523 -0.31911 0.475
S 4.87143 -4.39046 1.71663 -0.514
Sb 2.85459 -4.20296 0.71113 0.696
S 1.50172 -2.56812 1.67639 -0.542
S 2.98270 -2.72588 -1.20299 -0.464
C -1.71672 -1.93940 0.91067 -1.133
C -1.38270 -0.48771 0.75868 0.753
C -2.30933 0.50108 1.16109 -0.772
C -2.03113 1.82254 0.99377 -0.660
C -0.84047 2.21403 0.34254 1.084
C -0.48429 3.54432 0.02821 -0.260
Br -1.58903 4.99339 0.57467 -0.259
C 0.64721 3.80539 -0.69282 -0.330
C 1.46551 2.76782 -1.14422 -0.277
Br 2.98188 3.18944 -2.19194 -0.177
C 1.20225 1.41954 -0.87633 1.262
O 1.90296 0.44252 -1.31265 -0.901
C 0.02853 1.18156 -0.06032 -0.461
N -0.23287 -0.13444 0.22337 -0.204
H -2.73822 -2.05358 1.26940 0.373
H -1.03910 -2.43189 1.60549 0.223
H -1.61465 -2.44936 -0.04840 0.218
H -3.24056 0.18587 1.61137 0.324
H -2.73037 2.58152 1.31785 0.334
H 0.91131 4.82473 -0.93833 0.410
I 0.75852 -3.81770 -2.44195 0.261
I -1.53435 -4.91702 -3.67221 -0.457
```